A molecular structure, C23H43Cl2F5InN3O5SiTe. Source: OMol25; level of theory: ωB97M-V/def2-TZVPD.

Structure (XYZ):
```
84
C23H43Cl2F5InN3O5SiTe ωB97M-V/def2-TZVPD
C 3.183 -2.281 -1.954
C 2.551 -1.559 -3.091
H 2.637 -3.194 -1.684
H 3.286 -1.609 -1.100
H 4.191 -2.583 -2.270
C 2.706 -2.026 -4.357
C 3.052 -3.442 -4.714
H 2.709 -1.337 -5.213
H 2.468 -4.144 -4.085
H 4.137 -3.639 -4.588
H 2.798 -3.640 -5.772
In 1.338 0.333 0.188
Cl 3.128 1.806 -0.513
C 0.026 2.948 1.219
O -0.136 1.755 0.776
N -1.035 3.742 1.197
C -2.284 3.123 0.773
C -0.925 5.173 1.414
H 0.975 3.332 1.613
H -2.512 2.259 1.416
H -2.263 2.773 -0.276
H -3.062 3.871 0.898
H -0.501 5.338 2.405
H -1.927 5.600 1.353
H -0.263 5.643 0.674
H -2.629 1.985 6.128
H -0.605 2.099 7.098
C -2.404 1.059 5.596
C -0.620 1.039 7.359
N -1.404 0.331 6.360
H -2.019 1.296 4.597
C -1.198 -0.978 6.086
O -1.833 -1.596 5.225
H 0.396 0.638 7.373
H -0.395 -1.442 6.697
H -3.290 0.428 5.485
H -1.053 0.907 8.361
H -0.461 -4.104 4.017
H -0.832 -3.874 0.289
C -1.405 -3.885 3.506
C -1.637 -3.842 1.023
N -1.131 -3.217 2.241
H -2.026 -3.267 4.172
C -0.403 -2.089 2.177
O 0.029 -1.617 1.083
H -2.498 -3.309 0.594
H -0.258 -1.605 3.158
H -1.892 -4.837 3.281
H -1.935 -4.861 1.286
O 0.946 -0.319 -1.716
C 1.908 -0.235 -2.755
C 0.766 0.024 -5.075
C 1.479 0.579 -3.998
H 0.541 -1.040 -5.091
C 0.385 0.813 -6.182
H 2.704 0.363 -2.290
C 1.867 1.917 -4.092
H -0.188 0.351 -6.998
C 0.802 2.133 -6.263
C 1.560 2.680 -5.222
H 2.474 2.329 -3.275
H 0.569 2.720 -7.149
H 1.946 3.689 -5.324
Si -1.279 -0.733 -2.834
Cl -0.586 -2.572 -3.468
C -2.321 -0.494 -4.401
C -1.286 1.226 -2.814
C -1.860 -1.033 -1.093
H -2.596 0.539 -4.678
H -3.231 -1.013 -4.077
H -1.925 -0.953 -5.330
H -1.249 -1.784 -0.556
H -2.901 -1.376 -1.131
H -1.795 -0.101 -0.525
H -0.790 1.594 -3.723
H -0.822 1.694 -1.936
H -2.361 1.482 -2.846
F 1.549 -1.132 4.573
Te 2.105 0.545 3.822
F 2.502 2.350 3.357
F 1.978 1.250 5.593
F 0.243 0.984 3.677
F 3.920 0.184 4.202
O 2.171 -0.159 2.116
```

Summary:
Spin multiplicity   1
E   -98235.613 eV
Gap between HOMO and LUMO   6.18 eV
HOMO   -7.875 eV
Largest force on an atom   3.19 eV Å⁻¹



4 unconnected molecules or ions with the total composition C23H43F4N8O3SSi. Source: OMol25; level of theory: ωB97M-V/def2-TZVPD.

Structure (XYZ):
```
83
C23H43F4N8O3SSi ωB97M-V/def2-TZVPD
C -2.033 -1.810 0.614
Si -0.196 -1.699 0.922
C 0.077 -2.661 2.527
C 0.183 0.122 1.221
N 1.032 -2.322 -0.280
C 0.945 -2.839 -1.533
N 1.923 -3.294 -2.269
C 1.415 -3.739 -3.418
C 2.265 -4.369 -4.512
F 1.729 -5.482 -5.000
F 2.505 -3.464 -5.460
F 3.433 -4.690 -3.950
N 0.111 -3.535 -3.411
C -0.851 -3.826 -4.478
C -1.259 -2.540 -5.257
C -0.752 -2.630 -6.709
C -0.694 -1.271 -7.412
C 0.649 -0.560 -7.278
N 1.765 -1.387 -7.763
N -0.222 -2.957 -2.235
O -1.523 -2.644 -2.081
S 2.641 -2.249 0.262
O 2.677 -1.494 1.449
O 3.157 -3.555 0.314
F 3.326 -1.416 -0.829
H -2.513 -1.512 1.546
H -2.393 -1.125 -0.154
H -2.442 -2.796 0.370
H 0.562 -2.005 3.241
H -0.843 -3.098 2.894
H 0.798 -3.461 2.324
H 0.846 0.133 2.082
H 0.698 0.531 0.360
H -0.710 0.686 1.463
H -0.410 -4.517 -5.184
H -1.718 -4.343 -4.078
H -2.337 -2.420 -5.268
H -0.752 -1.706 -4.767
H 0.229 -3.103 -6.731
H -1.436 -3.272 -7.266
H -1.493 -0.643 -7.009
H -0.926 -1.407 -8.467
H 0.596 0.341 -7.893
H 0.823 -0.285 -6.238
H 2.031 -1.134 -8.703
H 2.560 -1.238 -7.159
H -1.946 -3.355 -1.568
C -4.373 2.244 3.891
C -3.457 2.265 5.111
C -1.994 1.990 4.757
C -1.790 0.637 4.250
N -1.630 -0.428 3.851
H -4.392 1.257 3.423
H -5.394 2.493 4.179
H -4.048 2.970 3.142
H -3.808 1.540 5.844
H -3.520 3.245 5.584
H -1.383 2.124 5.645
H -1.643 2.714 4.018
C 3.929 2.572 -2.033
C 2.772 2.057 -2.881
C 1.500 2.901 -2.738
C 0.942 2.834 -1.388
N 0.504 2.781 -0.329
H 3.697 2.522 -0.968
H 4.822 1.972 -2.206
H 4.166 3.607 -2.283
H 2.561 1.017 -2.616
H 3.071 2.063 -3.931
H 0.747 2.546 -3.444
H 1.707 3.941 -2.995
C -0.792 5.699 9.130
C 0.031 4.502 9.593
C 0.200 3.436 8.505
C -1.069 2.809 8.142
N -2.067 2.314 7.861
H -1.814 5.409 8.883
H -0.842 6.450 9.917
H -0.345 6.165 8.249
H -0.432 4.061 10.477
H 1.022 4.847 9.892
H 0.880 2.660 8.860
H 0.657 3.874 7.616
```

Summary:
Total charge   +1
Spin multiplicity   1
E   -72186.649 eV
Gap between HOMO and LUMO   8.48 eV
HOMO   -11.845 eV
Largest force on an atom   3.50 eV Å⁻¹



9 unconnected molecules or ions with the total composition C23H43FN13. Source: OMol25; level of theory: ωB97M-V/def2-TZVPD.

Structure (XYZ):
```
80
C23H43FN13 ωB97M-V/def2-TZVPD
C -2.803 2.545 -1.860
C -1.475 1.791 -1.830
N -1.685 0.479 -1.241
N -0.469 -0.253 -1.138
C 0.293 0.052 -0.044
N -0.199 0.732 1.040
C -0.893 -0.081 2.077
C -2.422 0.094 2.189
N -2.926 1.300 1.562
N 1.545 -0.361 -0.095
C 2.565 -0.191 0.924
C 3.012 1.241 1.166
F 2.161 -0.790 2.111
H -2.930 3.091 -2.789
H -3.639 1.862 -1.753
H -2.862 3.264 -1.049
H -0.756 2.361 -1.246
H -1.074 1.726 -2.849
H -2.290 -0.049 -1.862
H 0.128 -0.095 -1.961
H 0.502 1.347 1.418
H -0.620 -1.126 1.962
H -0.462 0.220 3.028
H -2.909 -0.796 1.800
H -2.631 0.112 3.260
H -2.434 2.113 1.900
H -3.912 1.383 1.766
H 1.819 -0.848 -0.940
H 3.421 -0.760 0.563
H 2.975 1.834 0.261
H 4.013 1.205 1.580
H 2.395 1.676 1.950
C -1.050 -3.822 -2.632
C 0.061 -3.061 -3.190
N 0.947 -2.470 -3.617
H -1.702 -4.159 -3.435
H -0.670 -4.689 -2.098
H -1.617 -3.195 -1.945
C 3.550 -2.248 -5.763
C 4.662 -1.433 -6.233
N 5.561 -0.810 -6.579
H 2.943 -2.575 -6.606
H 3.935 -3.121 -5.238
H 2.930 -1.668 -5.083
C -3.848 -2.378 -5.385
C -3.791 -1.481 -4.238
N -3.748 -0.753 -3.354
H -2.949 -2.261 -5.987
H -3.929 -3.408 -5.044
H -4.718 -2.138 -5.993
C 5.549 -0.823 -2.289
C 4.155 -0.417 -2.424
N 3.072 -0.070 -2.583
H 5.722 -1.240 -1.299
H 5.783 -1.576 -3.039
H 6.195 0.040 -2.436
C -2.961 0.525 6.553
C -4.061 0.913 5.679
N -4.911 1.256 4.989
H -2.989 1.119 7.461
H -3.046 -0.528 6.814
H -2.015 0.693 6.052
C -0.296 3.515 9.090
C -0.231 2.321 8.256
N -0.187 1.381 7.600
H -0.957 4.248 8.633
H -0.678 3.254 10.075
H 0.698 3.943 9.194
C 7.208 -4.123 -7.382
C 6.683 -4.290 -6.034
N 6.253 -4.386 -4.975
H 6.875 -3.168 -7.783
H 8.295 -4.142 -7.357
H 6.851 -4.930 -8.019
C -5.978 4.321 6.068
C -5.067 5.282 6.678
N -4.328 6.023 7.147
H -5.424 3.668 5.399
H -6.446 3.716 6.842
H -6.751 4.841 5.506
```

Summary:
Total charge   +1
Spin multiplicity   1
E   -46628.631 eV
Gap between HOMO and LUMO   8.75 eV
HOMO   -11.164 eV
Largest force on an atom   1.40 eV Å⁻¹